w) The following is a quantum chemistry calculation of the molecule C2H3BO3, from the Open Molecules 2025 dataset.

```
9
Properties=species:S:1:pos:R:3:nbo_charge:R:1
B -0.70301 0.38228 0.23161 1.2586
C 2.36823 -0.96741 -0.01586 -0.3578
C 1.46567 -0.41386 0.61366 0.3083
O -0.96619 -0.55492 -0.71292 -0.8567
O -1.52707 1.44680 0.54291 -0.8836
O 0.45226 0.37506 1.03141 -0.6672
H 3.02174 -1.47227 -0.65356 0.2375
H -1.78803 -0.30195 -1.01439 0.4760
H -2.32360 1.50627 -0.02287 0.4850
```

Output
- 2S+1 = 1
- LUMO (eV) = 0.015
- gap between HOMO and LUMO (eV) = 9.642

=====

x) The following is a quantum chemistry calculation of the molecule C2H3BO3, from the Open Molecules 2025 dataset.

```
9
Properties=species:S:1:pos:R:3:nbo_charge:R:1
B 0.76124 0.73027 0.03078 1.2494
C -2.78922 0.60414 0.04676 -0.3270
C -1.67050 0.99982 -0.01756 0.3113
O 0.50216 -0.62876 -0.02470 -0.8939
O 1.94604 1.38268 -0.05719 -0.8815
O -0.26448 1.57951 -0.00727 -0.6665
H -3.78924 0.43755 -0.12493 0.2332
H 1.05488 -1.22687 0.31995 0.4869
H 2.69162 1.07113 0.31149 0.4883
```

Output
- 2S+1 = 1
- LUMO (eV) = 0.238
- gap between HOMO and LUMO (eV) = 10.630

=====

Relative to the most stable structure, the computed energies are w) 0.0; x) 90.7, all in kJ/mol.

=====

w) The following is a quantum chemistry calculation of a cluster of 5 separate species, CH10O3S2 in total, from the Open Molecules 2025 dataset.

```
16
Properties=species:S:1:pos:R:3:nbo_charge:R:1
C -1.30098 -0.97933 -0.43122 -0.8256
S 0.05750 -0.69069 -1.52153 0.5550
S 0.88427 -2.50891 -1.79614 -0.1513
H -1.19585 -1.03299 0.63460 0.2764
H -1.98756 -0.13359 -0.63270 0.2637
H -1.81700 -1.85280 -0.82635 0.2393
H -0.88828 1.77574 1.07324 -0.3274
H 1.89057 -2.09420 -0.10476 0.4353
H 2.99209 -2.73891 0.68993 0.4765
O 2.18920 -2.22070 0.82749 -0.9331
H 0.98555 1.28330 0.50296 0.4894
H 1.92823 -0.03792 0.52587 0.4844
O 1.86597 0.91420 0.37320 -0.9442
H -1.74859 2.69546 0.20899 0.4394
H -1.77358 4.03539 0.64016 0.4604
O -2.08154 3.58592 -0.16376 -0.9382
```

Output
- 2S+1 = 1
- LUMO (eV) = -4.688
- gap between HOMO and LUMO (eV) = 3.423

=====

x) The following is a quantum chemistry calculation of a cluster of 4 separate species, CH10O3S2 in total, from the Open Molecules 2025 dataset.

```
16
Properties=species:S:1:pos:R:3:nbo_charge:R:1
C 2.60623 1.11342 -2.14695 -0.7084
S 3.43519 -0.39890 -1.37463 0.0625
S 2.82983 -0.01711 0.70601 -0.1517
H 1.54170 1.22500 -2.04273 0.2133
H 2.81137 0.92601 -3.23173 0.2239
H 3.06133 2.02967 -1.87945 0.2171
H 1.53851 0.34902 0.26103 0.1421
H -0.02690 -2.05878 1.12423 0.4715
H -0.78469 -0.85937 0.95513 0.4597
O -0.22361 -1.23149 1.63841 -0.9306
H -1.97891 2.07745 2.28767 0.4821
H -2.18359 0.47813 2.06959 0.4794
O -2.56778 1.31645 2.24160 -0.9609
H -2.92835 -2.01915 0.26359 0.4575
H -4.02703 -1.58684 -0.43164 0.4675
O -3.10330 -1.34354 -0.44014 -0.9249
```

Output
- 2S+1 = 1
- LUMO (eV) = 0.205
- gap between HOMO and LUMO (eV) = 8.801

=====

Relative to the most stable structure, the computed energies are w) 497.8; x) 0.0, all in kJ/mol.

=====

w) The following is a quantum chemistry calculation of the molecule C5H10ClN2OP, from the Open Molecules 2025 dataset.

```
20
Properties=species:S:1:pos:R:3:nbo_charge:R:1
C -1.46749 -0.47211 -1.28086 0.2469
C 1.26415 0.96744 0.85611 -0.4175
C 0.69966 1.16407 -1.52315 -0.4137
C -1.62837 0.24952 1.03200 -0.4010
C -0.75695 -0.33985 -0.04078 0.2903
N -2.23689 -0.57839 -2.09997 -0.2570
N 0.51730 0.39232 -0.34049 -0.4745
O -0.35066 -1.68764 0.32488 -0.8120
P 1.18873 -2.17481 0.37729 0.6469
Cl -2.18514 1.87925 0.60131 -0.0221
H 1.21630 0.17980 1.63919 0.2009
H 2.31896 1.05607 0.37215 0.2246
H 0.89276 1.88305 1.22002 0.1933
H -0.37220 1.32672 -1.95733 0.2158
H 1.10830 2.19462 -1.24438 0.2005
H 1.33669 0.68064 -2.24947 0.1993
H -1.04294 0.21715 2.02943 0.2451
H -2.50232 -0.38774 1.02721 0.2445
H 1.11864 -3.47232 -0.23965 -0.0532
H 0.88148 -3.07780 1.49649 -0.0573
```

Output
- 2S+1 = 1
- LUMO (eV) = 0.683
- gap between HOMO and LUMO (eV) = 9.809

=====

x) The following is a quantum chemistry calculation of the molecule C5H10ClN2OP, from the Open Molecules 2025 dataset.

```
20
Properties=species:S:1:pos:R:3:nbo_charge:R:1
C 1.75896 -0.50225 2.87780 -0.1020
C -0.37515 0.44312 -1.99958 -0.6306
C -2.04415 -1.11691 -0.95792 -0.6268
C -0.61849 0.25965 0.58821 -0.0860
C -1.31550 0.17538 -0.80856 -0.0337
N 1.68521 -0.20890 3.98290 -0.3132
N 3.18537 0.42869 1.09818 -1.1311
O 0.79781 0.45214 0.59304 -0.8251
P 1.92344 -0.64142 1.03850 1.2756
Cl -2.69936 1.31693 -0.81428 -0.0742
H 0.36413 1.25912 -1.74869 0.2259
H 0.21670 -0.41675 -2.17969 0.2168
H -0.96447 0.83615 -2.87193 0.2376
H -2.77038 -1.07971 -0.11991 0.2246
H -1.33404 -1.91489 -0.87223 0.2073
H -2.60693 -1.27387 -1.95133 0.2296
H -0.90312 -0.71836 1.27173 0.1868
H -1.06748 1.11382 1.15432 0.2237
H 2.92947 1.30432 1.36021 0.3963
H 3.83798 0.28374 0.35924 0.3986
```

Output
- 2S+1 = 1
- LUMO (eV) = 0.618
- gap between HOMO and LUMO (eV) = 10.707

=====

Relative to the most stable structure, the computed energies are w) 200.2; x) 0.0, all in kJ/mol.

=====

w) The following is a quantum chemistry calculation of the molecule H4INP2, from the Open Molecules 2025 dataset.

```
8
Properties=species:S:1:pos:R:3:nbo_charge:R:1
N -0.49202 -0.67354 -1.61532 -1.2269
P 1.43726 0.79475 0.51940 0.0353
P -0.38239 -0.06450 -0.23805 1.0657
I -2.69403 0.68070 0.65453 -0.2213
H -0.12898 -0.29037 -2.45601 0.3865
H 0.77423 1.22003 1.63246 0.0090
H 1.85138 -0.45083 1.04504 0.0241
H -0.36544 -1.21624 0.45794 -0.0725
```

Output
- 2S+1 = 1
- LUMO (eV) = -0.890
- gap between HOMO and LUMO (eV) = 8.251

=====

x) The following is a quantum chemistry calculation of a cluster of 2 separate species, H4INP2 in total, from the Open Molecules 2025 dataset.

```
8
Properties=species:S:1:pos:R:3:nbo_charge:R:1
N 2.09407 0.10196 2.11795 -0.7578
P -0.00611 0.95974 -0.42464 -0.0129
P -0.24285 -0.74687 0.72482 0.1657
I 2.68684 1.96510 1.58371 0.3227
H 1.40912 0.30145 2.77785 0.3039
H -0.34140 0.40997 -1.65927 0.0017
H -1.46805 1.58784 -0.43927 0.0223
H -1.04560 0.01724 1.51900 -0.0457
```

Output
- 2S+1 = 1
- LUMO (spin up / spin down) (eV) = -1.343 / -1.264
- gap between HOMO and LUMO (spin up / spin down) (eV) = 7.751 / 7.077

=====

y) The following is a quantum chemistry calculation of a structure of composition H4INP2, from the Open Molecules 2025 dataset.

```
8
Properties=species:S:1:pos:R:3:nbo_charge:R:1
N 1.43172 0.09376 0.56725 -1.0169
P -1.96247 0.08030 0.31656 -0.0153
P -0.19203 0.66808 -0.94198 0.3745
I 3.27807 0.66589 0.23868 0.3276
H 0.99402 0.64121 1.24411 0.3355
H -2.48753 -0.76584 -0.71717 0.0094
H -0.98526 -0.78285 0.83627 0.0186
H -0.07653 -0.60055 -1.54372 -0.0335
```

Output
- 2S+1 = 1
- LUMO (eV) = -0.752
- gap between HOMO and LUMO (eV) = 7.760

=====

Relative to the most stable structure, the computed energies are w) 0.0; x) 293.4; y) 169.9, all in kJ/mol.

=====

w) The following is a quantum chemistry calculation of a structure of composition C8H17NO2, from the Open Molecules 2025 dataset.

```
28
Properties=species:S:1:pos:R:3:nbo_charge:R:1
C 1.47818 1.72830 -0.10817 -0.5985
H 2.22732 1.54447 0.46782 0.1989
H 1.54169 1.15136 -1.18812 0.1826
H 1.57268 2.85568 -0.43304 0.1934
C 0.26763 1.62667 0.40498 -0.1344
C 0.08027 2.28033 1.84417 -0.6126
H 0.18672 3.33263 1.75992 0.1937
H -0.90111 2.07846 2.06113 0.2170
H 0.85432 1.94603 2.40973 0.1994
H -0.61243 1.73582 -0.21887 0.2005
C 0.12882 -0.28689 0.76133 -0.4044
H -0.59024 -0.32074 1.41190 0.2049
C -0.06981 -0.77985 -0.44723 -0.1919
H 0.21434 -0.57571 -1.31689 0.2100
C 0.69073 -2.26160 -0.35238 -0.2257
N 2.08999 -2.09890 0.06879 -0.8400
H 2.41771 -1.46913 -0.79361 0.3464
H 2.57368 -2.92920 0.15718 0.3677
H 0.18576 -2.87059 0.53059 0.1600
H 0.39602 -3.04814 -1.02166 0.1825
C -1.53673 -1.26858 -0.69354 -0.5102
C -2.36376 -0.20467 -0.74059 0.7761
O -3.21041 0.34727 -0.09422 -0.5834
O -2.17697 0.35459 -1.93845 -0.7804
H -2.63732 1.20418 -2.50644 0.5286
H -1.80378 -1.93154 -1.53328 0.2626
H -1.99364 -1.61939 0.32044 0.2337
H 0.99033 -0.52084 1.18851 0.2235
```

Output
- 2S+1 = 1
- LUMO (eV) = 0.568
- gap between HOMO and LUMO (eV) = 8.872

=====

x) The following is a quantum chemistry calculation of a structure of composition C8H17NO2, from the Open Molecules 2025 dataset.

```
28
Properties=species:S:1:pos:R:3:nbo_charge:R:1
C 2.47564 -0.98365 1.04949 -0.6665
H 2.58395 -1.89566 0.40332 0.2190
H 2.42909 -0.22671 0.13868 0.2184
H 3.44476 -0.85231 1.60169 0.2258
C 1.48530 -0.91512 1.79984 -0.1782
C 1.48124 -1.95189 3.13864 -0.5720
H 2.29961 -1.64166 3.87193 0.1955
H 0.62308 -2.06039 3.59296 0.1817
H 1.65860 -3.09068 2.63514 0.1797
H 1.18709 0.03677 2.28436 0.1994
C -0.06092 -1.56766 1.07561 -0.3156
H -0.76850 -1.52714 1.70886 0.1687
C -0.07712 -0.38846 -0.20262 -0.1713
H 0.54344 -0.51451 -0.80633 0.1686
C -1.28958 -1.16644 -1.04933 -0.1134
N -1.51368 -0.50795 -2.14590 -0.8636
H -2.06303 -0.90985 -2.82484 0.3623
H -1.87341 0.45002 -2.13089 0.3833
H -1.22946 -2.23507 -1.26309 0.2011
H -2.41562 -1.09470 -0.29988 0.0541
C -0.51764 0.87755 0.24661 -0.5472
C -0.64274 1.80282 -0.70288 0.7854
O -1.56498 2.47200 -1.27475 -0.6282
O 0.57903 1.97039 -1.22686 -0.7255
H 0.75443 2.39663 -2.34482 0.5190
H -1.64480 0.98975 0.64930 0.2592
H 0.23467 1.41198 1.05054 0.2694
H 0.06826 -2.52836 0.63833 0.1912
```

Output
- 2S+1 = 1
- LUMO (eV) = 0.434
- gap between HOMO and LUMO (eV) = 8.721

=====

Relative to the most stable structure, the computed energies are w) 0.0; x) 203.0, all in kJ/mol.